1.
Formula: C52H46BrCsN8OPSi
Source: the OMol25 dataset
Level of theory: ωB97M-V with the def2-TZVPD basis set

Geometry as ORCA input:
```
! wB97M-V def2-TZVPD RIJCOSX def2/J DEFGRID3
* xyz -1 1
Cs -1.60298 1.65823 -1.70924
C 4.69425 0.10224 -2.52200
N 3.65732 0.94286 -1.97505
C 2.34773 0.90537 -2.18563
N 1.74770 1.83963 -1.49080
C 2.76676 2.43425 -0.82490
N 3.95582 1.92653 -1.08785
C 4.89370 -1.18601 -1.76012
C 5.50341 -2.25930 -2.39819
C 5.74044 -3.44315 -1.71547
C 5.37324 -3.56602 -0.38754
C 4.76534 -2.49223 0.25472
C 4.52010 -1.30633 -0.43032
C 4.39431 -2.62066 1.65966
N 4.75487 -3.52261 2.50548
N 4.13293 -3.20083 3.70176
C 3.44845 -2.13401 3.47603
O 3.58038 -1.69175 2.20738
C 2.57884 -1.39797 4.38363
C 2.25161 -1.94679 5.62034
C 1.38795 -1.26858 6.45881
C 0.84769 -0.04841 6.07256
C 1.17912 0.50909 4.84566
C 0.56788 1.81616 4.39563
N -0.41581 1.59729 3.36193
C -0.25549 1.59678 2.03491
N -1.38473 1.31318 1.43974
C -2.23105 1.10741 2.48093
N -1.68458 1.26317 3.66928
C 2.04799 -0.17158 4.00183
H 5.60044 0.70582 -2.48931
H 4.46721 -0.10979 -3.56768
H 1.86931 0.18709 -2.83565
H 2.63408 3.26397 -0.14774
H 5.79003 -2.17242 -3.44098
H 6.20279 -4.27688 -2.22734
H 5.54115 -4.48248 0.16126
H 4.04083 -0.47973 0.07901
H 2.66776 -2.90603 5.89805
H 1.11846 -1.69815 7.41475
H 0.15086 0.46730 6.72229
H 1.32558 2.48649 3.98882
H 0.07440 2.32183 5.22368
H 0.68094 1.82208 1.54806
H -3.26932 0.84631 2.35183
H 2.29261 0.23515 3.02743
C -1.58504 7.20830 -1.57500
P -1.31863 5.38454 -1.64646
C 0.48276 5.36669 -2.02287
C -1.35931 5.01317 0.14838
C -2.53733 4.44487 0.63477
C -2.68382 4.17904 1.98992
C -1.64647 4.45052 2.86868
C -0.45931 4.99220 2.39016
C -0.31790 5.27311 1.03863
H -0.87459 7.69483 -0.90330
H -2.59827 7.40587 -1.22595
H -1.48197 7.63055 -2.57624
H 1.06690 6.06520 -1.42006
H 0.60573 5.63642 -3.07328
H 0.87571 4.35494 -1.89286
H -3.33544 4.18013 -0.05476
H -3.60228 3.73438 2.35086
H -1.75798 4.22518 3.92260
H 0.35634 5.20199 3.07275
H 0.61048 5.70459 0.68205
C -4.80193 -4.12352 -2.01846
C -3.70677 -4.74625 -1.43113
C -2.49354 -4.07874 -1.33525
C -2.32943 -2.77675 -1.82046
C -3.45098 -2.17220 -2.39504
C -4.67143 -2.82927 -2.49998
Si -0.67658 -1.79623 -1.72722
C 0.28324 -2.60626 -3.19168
C -0.36187 -3.19917 -4.28424
C 0.33365 -3.63240 -5.40796
C 1.71683 -3.49770 -5.47586
C 2.38818 -2.93268 -4.39776
C 1.68138 -2.49857 -3.28535
C 0.12021 -2.66281 -0.18555
C -0.29405 -2.21878 1.08036
C 0.11674 -2.83678 2.25754
C 0.98369 -3.92365 2.20654
C 1.43378 -4.37083 0.97068
C 1.00574 -3.74948 -0.20165
H -5.75291 -4.63859 -2.08586
H -3.80161 -5.75425 -1.04211
H -1.65299 -4.58087 -0.86605
H -3.38139 -1.14761 -2.74889
H -5.52293 -2.31992 -2.93551
H -1.43958 -3.32272 -4.25494
H -0.20612 -4.08383 -6.23323
H 2.26318 -3.83712 -6.34769
H 3.47408 -2.83965 -4.42385
H 2.23572 -2.08116 -2.44556
H -0.97568 -1.37550 1.13835
H -0.24683 -2.47569 3.21676
H 1.29683 -4.42299 3.11889
H 2.10298 -5.22505 0.91710
H 1.35311 -4.13805 -1.15319
Br -9.31394 2.00537 -0.20966
C -7.43829 1.98828 -0.61036
C -6.52304 2.17901 0.40604
C -5.16542 2.16455 0.08106
C -4.64144 1.97066 -1.21107
C -5.64977 1.78425 -2.17708
C -7.01972 1.78618 -1.91223
H -6.86190 2.33233 1.42470
H -4.47985 2.31676 0.91975
H -5.37144 1.62033 -3.21965
H -7.74788 1.63427 -2.70092
*
```

Summary:
**Gap between HOMO and LUMO**: 5.10 eV
**ΔE to the lowest compared entry with this formula, charge and spin**: 4.2 kcal per mole

***

2.
Formula: C52H48BrCl2I3N3O7PTeY
Source: the OMol25 dataset
Level of theory: ωB97M-V with the def2-TZVPD basis set

Geometry as ORCA input:
```
! wB97M-V def2-TZVPD RIJCOSX def2/J DEFGRID3
* xyz -2 2
Y 0.17549 -0.46686 1.18804
O -3.62531 0.75574 2.51114
Cl -2.20851 0.80904 2.21574
O -2.05021 1.02464 0.74784
O 0.41659 1.43894 2.17924
O -1.60351 -0.52866 2.48464
I 0.47429 -3.29566 2.34574
C 1.15269 -5.36906 2.12464
C 1.76109 -5.91316 3.23674
C 2.42869 -7.13876 3.15904
C 2.43819 -7.84216 1.98574
C 1.80949 -7.32696 0.83374
C 1.80479 -8.04596 -0.37776
C 1.26349 -7.51296 -1.51416
C 0.73649 -6.22136 -1.48916
C 0.71099 -5.47816 -0.33066
P 0.04369 -3.76036 -0.42016
C -1.70151 -4.33406 -0.43896
C -2.37321 -4.55346 0.75954
C -3.70341 -4.92866 0.77654
C -4.39321 -5.08696 -0.41036
C -3.72581 -4.91296 -1.60946
C -2.39131 -4.55146 -1.62606
C 0.53169 -3.34606 -2.13406
C -0.24121 -2.66786 -3.07176
C 0.32119 -2.25196 -4.26626
C 1.66179 -2.47286 -4.52346
C 2.45619 -3.09126 -3.57016
C 1.89669 -3.51276 -2.38366
C 1.19899 -6.03676 0.87754
H 1.74919 -5.36326 4.16844
H 2.94499 -7.50126 4.03224
H 2.94079 -8.79756 1.91144
H 2.24779 -9.03136 -0.39146
H 1.26109 -8.06946 -2.44296
H 0.35379 -5.80206 -2.40886
H -1.87461 -4.41406 1.70774
H -4.21051 -5.05746 1.72014
H -5.44521 -5.33106 -0.40286
H -4.24811 -5.05076 -2.54736
H -1.89231 -4.43136 -2.57566
H -1.27711 -2.43816 -2.86366
H -0.27791 -1.71016 -4.98936
H 2.09459 -2.13036 -5.45446
H 3.51759 -3.21636 -3.74636
H 2.51779 -3.95446 -1.61316
Br 0.80259 -0.76836 3.64434
Cl 2.49659 -1.42356 0.83394
I 1.78839 -2.26946 5.16924
I 3.02799 -3.77746 7.24874
C -6.18461 -1.03086 -1.43736
N -4.80071 -1.07476 -1.04496
C -3.82701 -0.49546 -1.77846
C -2.52841 -0.65576 -1.46566
C -2.23651 -1.41606 -0.28366
O -1.01881 -1.63456 0.05424
N -3.19961 -1.93766 0.45334
C -4.48691 -1.81006 0.14204
O -5.41631 -2.30566 0.74984
H -6.26981 -0.62826 -2.44656
H -6.76801 -0.41986 -0.74526
H -6.58531 -2.04606 -1.39506
H -4.13721 0.09494 -2.63636
H -1.72071 -0.20546 -2.01676
C -0.81491 7.57484 5.03684
C -0.58391 6.40984 4.11774
C 0.59299 5.68364 4.17384
C 0.81669 4.60644 3.32404
C 2.08479 3.81934 3.45654
C -0.14201 4.25294 2.37514
Te 0.11769 2.59604 0.75994
N 0.77539 0.90794 -0.29736
C 0.68039 0.60924 -1.55946
O 0.96179 -0.50066 -2.03446
C 0.19319 1.68134 -2.50286
C 0.92119 1.94214 -3.65416
C 0.45549 2.87194 -4.56496
C -0.74071 3.53324 -4.33036
C -1.47301 3.26854 -3.18516
C -1.01091 2.33544 -2.27206
C 2.00039 3.47214 0.20004
C 1.87589 4.58184 -0.63626
C 0.56649 5.28224 -0.79806
C 2.98119 5.07454 -1.31806
C 4.22909 4.48334 -1.19266
C 5.41849 4.99284 -1.95596
C 4.35209 3.39724 -0.34456
C 3.25719 2.88194 0.34184
C 3.50839 1.70144 1.22524
C -1.35221 4.94934 2.34944
C -2.45511 4.56384 1.39964
C -1.55901 6.01884 3.21234
H -0.00001 7.66544 5.75174
H -1.75071 7.45924 5.58374
H -0.87271 8.50184 4.46594
H 1.35499 5.94814 4.89684
H 2.42239 3.78744 4.49164
H 2.87699 4.25354 2.84354
H 1.90619 2.80094 3.12524
H 1.84519 1.40564 -3.82636
H 1.03179 3.07904 -5.45806
H -1.11591 4.24454 -5.05486
H -2.40301 3.79414 -3.00086
H -1.61391 2.08944 -1.40286
H -0.24721 4.56284 -0.81366
H 0.54379 5.85504 -1.72336
H 0.39789 5.96094 0.03794
H 2.86159 5.92274 -1.98386
H 5.19279 5.94714 -2.42776
H 5.69949 4.28174 -2.73376
H 6.27859 5.11684 -1.29796
H 5.31379 2.91114 -0.22676
H 3.97009 0.88874 0.65984
H 2.58339 1.33464 1.66324
H 4.18879 1.96724 2.03844
H -2.44371 3.49014 1.20644
H -2.35011 5.09114 0.44734
H -3.42891 4.81774 1.81734
H -2.50171 6.55314 3.18494
*
```

Summary:
**Gap between HOMO and LUMO (alpha / beta)**: 6.08 / 4.39 eV
**Expectation value of S²**: 0.76